This record from the OMol25 dataset describes a 3-piece molecular cluster, CH8NO2 overall at a distorted geometry. The level of theory is ωB97M-V/def2-TZVPD.

Summary:
**Energy relative to the best compared isomer or geometry (same formula, charge and spin)**: 1.206 eV
**Total charge**: +1
**E**: -247.84190 Ha
**HOMO**: -0.5929 hartree

Each line ends with the natural charge from an NBO analysis.
Atoms and positions in Å:
C1 -1.3976 0.6912 0.4561  0.152
N1 -0.3463 0.0265 0.1751  -0.633
H1 -1.5149 1.7627 0.5954  0.228
H2 -2.3474 0.1518 0.5585  0.203
H3 -0.3189 -0.7310 -0.5240  0.467
H4 0.5337 0.5412 0.5675  0.459
H5 0.4207 -2.6937 -2.0343  0.497
H6 -0.8990 -2.0402 -1.9603  0.472
O1 0.0307 -1.8086 -2.1052  -0.934
H7 2.1058 0.9970 2.1093  0.518
H8 2.1359 1.8432 0.7997  0.515
O2 1.5974 1.2599 1.3621  -0.942